(1)
{
  "formula": "C4H6N2O2",
  "method": "ωB97M-V/def2-TZVPD",
  "homo_lumo_gap_ev": 10.444,
  "e_homo_ev": -9.93,
  "symbols": ["O", "O", "N", "N", "C", "C", "C", "C", "H", "H", "H", "H", "H", "H"],
  "positions_angstrom": [[-0.2152, 1.6329, -0.4861], [0.8826, -0.6666, 0.9491], [1.1376, 1.0438, -0.5590], [0.6031, -1.5482, -0.2934], [1.6329, 0.2023, 0.1924], [-1.2443, 1.0597, 0.5144], [-0.6501, -1.3257, -0.5902], [-1.6885, -0.4891, 0.2038], [-2.1806, 1.7883, 0.5390], [-1.1191, -2.0044, -1.3921], [-2.3467, -0.4043, -1.0520], [-0.7029, 1.1638, 1.4282], [2.8923, -0.0578, -0.0084], [-2.3676, -1.3678, 0.8248]],
  "mulliken_charge": [-0.232, -0.283, -0.248, -0.405, 0.173, -0.430, -0.122, -0.268, 0.317, 0.362, 0.212, 0.312, 0.305, 0.307]
}


(2)
{
  "formula": "C4H6N2O2",
  "method": "ωB97M-V/def2-TZVPD",
  "smiles": "C=NO[C@@H]1CC=NO1",
  "homo_lumo_gap_ev": 9.538,
  "e_homo_ev": -9.69,
  "symbols": ["O", "O", "N", "N", "C", "C", "C", "C", "H", "H", "H", "H", "H", "H"],
  "positions_angstrom": [[0.0788, 0.5619, 1.7547], [1.3419, -0.1785, -0.0547], [-1.1608, 1.4250, 1.5512], [1.1361, -1.1284, -1.0644], [1.5591, -0.9384, -2.4815], [-1.3447, -0.2471, -0.2089], [-1.7900, 1.0407, 0.3920], [-0.0099, -0.2821, 0.5928], [1.4560, -1.7679, -3.3057], [-0.9187, -0.1951, -1.2287], [0.1437, -1.2692, 0.9220], [2.3618, -0.2453, -2.9233], [-2.4141, 1.8291, 0.0881], [-2.3090, -0.9335, -0.3258]],
  "mulliken_charge": [-0.259, -0.112, -0.288, -0.447, -0.278, -0.349, -0.234, 0.243, 0.222, 0.198, 0.315, 0.237, 0.444, 0.307]
}


(3)
{
  "formula": "C4H6N2O2",
  "method": "ωB97M-V/def2-TZVPD",
  "homo_lumo_gap_ev": 8.351,
  "e_homo_ev": -8.08,
  "symbols": ["O", "O", "N", "N", "C", "C", "C", "C", "H", "H", "H", "H", "H", "H"],
  "positions_angstrom": [[1.0024, -1.2872, -0.7127], [1.9318, -1.8510, 1.2136], [0.4131, -0.1480, -2.4014], [-0.0445, 0.4873, -0.0631], [0.9007, -1.1286, 0.7040], [-1.3180, 1.3990, 0.0085], [0.4541, -0.0730, -1.1540], [0.2629, -0.1493, 1.1376], [-0.3200, 0.4005, -2.8004], [-2.1986, 0.3271, 0.3343], [-1.3525, 2.3320, 0.6961], [0.1237, 0.2450, 2.1705], [-1.3741, 1.6430, -1.3774], [1.5191, -2.1968, 2.2445]],
  "mulliken_charge": [-0.333, -0.515, -0.676, 0.032, 0.399, -0.679, 0.574, -0.411, 0.186, 0.278, 0.258, 0.330, 0.156, 0.400]
}


(4)
{
  "formula": "C4H6N2O2",
  "method": "ωB97M-V/def2-TZVPD",
  "smiles": "[H]/N=C1\\NOC[C@@]12CO2",
  "homo_lumo_gap_ev": 10.136,
  "e_homo_ev": -9.26,
  "symbols": ["O", "O", "N", "N", "C", "C", "C", "C", "H", "H", "H", "H", "H", "H"],
  "positions_angstrom": [[1.6281, -0.7252, 0.4657], [-1.6406, -0.7282, -0.6392], [1.5616, 0.5557, -0.2022], [-0.3554, 2.1099, -0.2828], [-1.6983, -0.2009, 0.6670], [0.6218, -1.4954, -0.3907], [0.2363, 0.9338, -0.2699], [-0.4172, -0.3726, -0.2204], [-2.1759, -0.8326, 1.3943], [1.0898, -1.6130, -1.4330], [0.3779, 2.8260, -0.0036], [-1.7892, 1.0914, 0.5973], [0.4316, -2.6322, -0.0299], [2.1295, 1.0831, 0.3475]],
  "mulliken_charge": [-0.315, -0.497, -0.264, -0.738, -0.542, -0.257, 0.105, 0.950, 0.311, 0.205, 0.191, 0.294, 0.266, 0.289]
}


(5)
{
  "formula": "C4H6N2O2",
  "method": "ωB97M-V/def2-TZVPD",
  "smiles": "O=C(O)/C=N\\N1CC1",
  "homo_lumo_gap_ev": 9.971,
  "e_homo_ev": -9.20,
  "symbols": ["O", "O", "N", "N", "C", "C", "C", "C", "H", "H", "H", "H", "H", "H"],
  "positions_angstrom": [[-1.7057, -0.2400, 2.0514], [-1.4297, -1.5486, 0.1933], [1.0649, 0.0845, -0.3693], [0.1099, 1.0832, -0.5036], [-1.3915, -0.3835, 0.8628], [2.4179, 0.6579, -0.5055], [1.8257, -0.1484, -1.6357], [-1.0145, 0.8179, -0.0169], [-1.8029, 1.5027, -0.1548], [3.2193, 0.2293, 0.1804], [-1.7391, -2.2019, 0.9200], [2.0784, -1.1958, -1.7947], [2.5411, 1.6770, -0.7040], [1.5374, 0.4611, -2.5228]],
  "mulliken_charge": [-0.549, -0.424, -0.023, -0.511, 0.742, -0.423, -0.452, -0.189, 0.407, 0.215, 0.359, 0.238, 0.327, 0.282]
}


(6)
{
  "formula": "C4H6N2O2S2",
  "method": "ωB97M-V/def2-TZVPD",
  "homo_lumo_gap_ev": [7.564, 7.565],
  "e_homo_ev": [-7.46, -7.46],
  "symbols": ["S", "S", "O", "O", "N", "N", "C", "C", "C", "C", "H", "H", "H", "H", "H", "H"],
  "positions_angstrom": [[-2.1134, -0.0889, 1.6453], [-1.9430, 1.5217, 0.1388], [0.9551, -0.7121, -1.8537], [1.6303, 2.0534, 0.5535], [-0.6776, -0.8396, 1.1798], [-0.4218, 1.3968, -0.2685], [0.5959, 1.2201, 0.6606], [-0.5729, -1.4095, -0.1221], [0.4204, 0.0897, 1.4440], [-0.2183, -0.4927, -1.2583], [1.5375, 2.5729, -0.2400], [0.1732, -2.1890, -0.1401], [-1.5678, -1.7182, -0.3747], [1.3372, -0.2443, 2.0516], [1.6804, -0.8030, -1.2731], [-0.8152, -0.3575, -2.1431]],
  "mulliken_charge": [-0.091, -0.057, -0.488, -0.538, -0.195, -0.432, 0.658, -0.507, -0.514, 0.084, 0.370, 0.401, 0.280, 0.316, 0.371, 0.344]
}


(7)
{
  "formula": "C4H6N2O4PS",
  "method": "ωB97M-V/def2-TZVPD",
  "total_charge": -1,
  "homo_lumo_gap_ev": 6.459,
  "e_homo_ev": -3.18,
  "symbols": ["S", "P", "O", "O", "O", "O", "N", "N", "C", "C", "C", "C", "H", "H", "H", "H", "H", "H"],
  "positions_angstrom": [[4.6353, -0.9732, 0.0236], [3.0090, 0.1446, -0.0779], [2.4106, 0.3771, 1.4643], [0.4480, 2.0760, -0.8055], [3.1428, 1.7084, -0.5825], [-1.2405, -2.2776, -0.3102], [-0.6163, 0.0278, -0.4325], [1.8034, -0.3374, -0.9837], [0.2867, 0.8965, -0.7014], [-0.2402, -1.5423, -0.5337], [-2.1064, 0.2960, -0.2470], [1.1181, -1.5515, -0.8301], [2.4116, 2.1477, -0.1656], [-2.2203, 0.3123, 0.7952], [-2.4190, -0.6971, -0.6915], [1.6650, -2.4678, -0.9424], [3.0472, 0.6310, 2.1645], [-2.2841, 1.2054, -0.7703]],
  "mulliken_charge": [-0.506, 0.458, -0.519, -0.617, -0.483, -0.783, -0.031, -0.202, 0.798, 0.540, -0.959, -0.730, 0.355, 0.273, 0.314, 0.408, 0.299, 0.384]
}


(8)
{
  "formula": "C4H6N2O8",
  "method": "ωB97M-V/def2-TZVPD",
  "smiles": "O=[N+]([O-])/C(O)=[N+](/[O-])O.O=CC(=O)CO",
  "homo_lumo_gap_ev": 8.051,
  "e_homo_ev": -9.45,
  "symbols": ["O", "O", "O", "O", "O", "O", "O", "O", "N", "N", "C", "C", "C", "C", "H", "H", "H", "H", "H", "H"],
  "positions_angstrom": [[-3.7154, 1.1512, 0.1152], [-1.8249, -1.7088, -0.4391], [1.7197, -1.6397, 1.6363], [-0.3841, 0.2209, -1.5422], [-4.2162, -0.9316, 0.4771], [-1.6779, 1.8470, -0.9819], [3.1133, 0.7069, -1.6627], [1.0971, 1.0045, 1.0591], [-3.4852, -0.0622, 0.1065], [-1.3641, 0.5369, -0.9057], [-2.1376, -0.3825, -0.2670], [2.0599, 0.5316, 0.4997], [2.3960, -0.9039, 0.6351], [2.8330, 1.2337, -0.6238], [3.0961, 2.2693, -0.4592], [-2.6040, 1.9684, -0.5811], [-2.6552, -2.0662, -0.0366], [2.2115, -1.5668, -0.2413], [3.5277, -0.8960, 0.6837], [2.0105, -1.3128, 2.5279]],
  "mulliken_charge": [-0.729, -0.405, -0.491, -0.600, -0.671, -0.477, -0.414, -0.526, 1.072, 0.788, 0.148, 0.721, -0.506, -0.146, 0.414, 0.480, 0.396, 0.269, 0.366, 0.311]
}


(9)
{
  "formula": "C4H6N2OS",
  "method": "ωB97M-V/def2-TZVPD",
  "homo_lumo_gap_ev": [8.253, 6.804],
  "e_homo_ev": [-8.75, -8.76],
  "symbols": ["S", "O", "N", "N", "C", "C", "C", "C", "H", "H", "H", "H", "H", "H"],
  "positions_angstrom": [[0.0160, 2.0428, -0.6160], [4.1057, -0.0407, 1.1033], [1.0755, -0.8876, -0.7340], [2.0674, -0.3504, 0.0011], [-1.0820, 0.5484, -0.4390], [-1.4642, 0.1769, 1.0200], [-0.4272, -0.5576, -1.1810], [3.2005, -0.4685, 0.4901], [-0.4905, -0.0214, 1.5825], [-2.2203, -0.6713, 1.0503], [-1.9200, 0.9698, 1.5624], [-0.2218, -0.4715, -2.2437], [-0.7913, -1.5237, -0.8048], [-1.8479, 1.2546, -0.7912]],
  "mulliken_charge": [-0.092, -0.403, -0.461, 0.137, 0.096, -1.111, -0.446, 0.445, 0.243, 0.319, 0.384, 0.302, 0.306, 0.281]
}


(10)
{
  "formula": "C4H6N2OS",
  "method": "ωB97M-V/def2-TZVPD",
  "homo_lumo_gap_ev": [7.812, 7.811],
  "e_homo_ev": [-7.54, -7.54],
  "symbols": ["S", "O", "N", "N", "C", "C", "C", "C", "H", "H", "H", "H", "H", "H"],
  "positions_angstrom": [[-1.8021, 0.5323, -0.8650], [1.0844, -1.7962, -0.5691], [2.2811, 0.0538, -0.0607], [1.5199, -0.5284, -0.8866], [1.9918, 1.2473, 0.3325], [-2.4227, -0.9148, 0.1658], [-0.2213, 0.7996, -0.4483], [0.6513, 1.6755, -0.0017], [-2.2669, -0.4336, 1.1358], [2.7498, 1.9356, 0.6368], [1.6607, -2.2710, 0.1124], [-3.5221, -0.9467, -0.0213], [-1.8980, -1.9073, 0.0562], [0.1940, 2.5538, 0.4131]],
  "mulliken_charge": [-0.074, -0.391, -0.353, -0.029, -0.173, -0.730, 0.114, -0.264, 0.266, 0.383, 0.346, 0.300, 0.258, 0.347]
}


(11)
{
  "formula": "C4H6N2OS",
  "method": "ωB97M-V/def2-TZVPD",
  "smiles": "O=CNC1=NSCC1",
  "homo_lumo_gap_ev": 8.718,
  "e_homo_ev": -8.70,
  "symbols": ["S", "O", "N", "N", "C", "C", "C", "C", "H", "H", "H", "H", "H", "H"],
  "positions_angstrom": [[2.2048, 0.6438, -1.4386], [-2.4671, 1.2727, 2.2464], [0.8206, 1.4573, -0.7566], [-1.1854, 1.1072, 0.1791], [-2.0497, 0.5483, 1.0974], [0.3146, -0.9250, -0.1749], [1.7530, -0.9208, -0.6227], [0.0474, 0.6482, -0.2738], [2.1996, -1.8173, -1.3107], [-1.1655, 2.0881, 0.1492], [-2.2721, -0.5880, 0.9481], [-0.3311, -1.1745, -1.1133], [-0.1628, -1.2755, 0.7314], [2.2937, -1.0645, 0.3391]],
  "mulliken_charge": [-0.024, -0.554, -0.548, -0.093, 0.032, -0.646, -0.585, 0.521, 0.321, 0.277, 0.311, 0.270, 0.423, 0.298]
}


(12)
{
  "formula": "C4H6N2OS",
  "method": "ωB97M-V/def2-TZVPD",
  "smiles": "N/C=C/C(=S)/C=N\\O",
  "homo_lumo_gap_ev": 8.004,
  "e_homo_ev": -8.19,
  "symbols": ["S", "O", "N", "N", "C", "C", "C", "C", "H", "H", "H", "H", "H", "H"],
  "positions_angstrom": [[-2.6147, 1.6348, -0.3654], [0.4286, -0.2945, -2.0703], [-0.6710, -1.1070, -1.8656], [1.7712, 0.0537, 1.7520], [-1.3673, 0.5800, -0.1727], [0.7376, -0.0890, 0.9068], [-0.2654, 0.7995, 0.7248], [-1.4466, -0.6921, -0.9392], [0.8387, -0.6727, -2.8529], [-0.2566, 1.7402, 1.2915], [1.8844, 0.9370, 2.2907], [-2.3302, -1.2896, -0.7874], [0.7644, -1.0002, 0.3326], [2.5267, -0.6000, 1.7552]],
  "mulliken_charge": [-0.288, -0.349, -0.366, -0.409, 0.203, 0.157, -0.443, -0.294, 0.367, 0.273, 0.217, 0.373, 0.338, 0.218]
}


(13)
{
  "formula": "C4H6N2OS4",
  "method": "ωB97M-V/def2-TZVPD",
  "smiles": "O=C1NC(S)(S)N(S)C=C1S",
  "homo_lumo_gap_ev": 8.213,
  "e_homo_ev": -8.04,
  "symbols": ["S", "S", "S", "S", "O", "N", "N", "C", "C", "C", "C", "H", "H", "H", "H", "H", "H"],
  "positions_angstrom": [[-1.8015, -2.1849, 0.3105], [-1.2637, 0.5342, -2.0784], [3.2595, -1.0644, -0.0673], [-2.5041, 1.0232, 0.7072], [2.2284, 1.8894, 0.5298], [-0.6810, -0.9534, 0.0711], [0.0105, 1.3625, 0.3612], [0.6661, -1.2494, 0.0635], [-1.0231, 0.6576, -0.1577], [1.3637, 1.0860, 0.3498], [1.6267, -0.2703, 0.0297], [-1.8897, 1.7489, -2.3105], [-0.1037, 2.3643, 0.7640], [0.8569, -2.2671, -0.0882], [-3.2822, -0.1367, 0.1672], [-1.6627, -2.3578, 1.5747], [4.1998, -0.1822, -0.2264]],
  "mulliken_charge": [-0.164, -0.176, -0.303, -0.246, -0.618, -0.190, -0.146, -0.405, 0.305, 0.451, 0.054, 0.153, 0.303, 0.493, 0.168, 0.164, 0.159]
}


(14)
{
  "formula": "C4H6N2S",
  "method": "ωB97M-V/def2-TZVPD",
  "smiles": "C=C/N=C/NC=S",
  "homo_lumo_gap_ev": 8.545,
  "e_homo_ev": -8.77,
  "symbols": ["S", "N", "N", "C", "C", "C", "C", "H", "H", "H", "H", "H", "H"],
  "positions_angstrom": [[-4.0942, -0.5173, -0.0008], [0.3649, -0.1858, 0.0073], [-1.7652, 0.7461, 0.0020], [-0.3859, 0.8399, -0.0111], [2.6118, -0.9689, -0.0013], [1.7517, 0.0424, -0.0019], [-2.4686, -0.4182, -0.0069], [-2.2821, 1.5941, 0.0103], [3.6841, -0.7998, -0.0157], [0.0016, 1.8684, 0.0172], [-1.7950, -1.2809, -0.0021], [2.1154, 1.0897, -0.0089], [2.2615, -2.0096, 0.0118]],
  "mulliken_charge": [-0.305, -0.410, -0.072, 0.086, -0.657, 0.016, -0.158, 0.220, 0.255, 0.275, 0.330, 0.158, 0.262]
}


(15)
{
  "formula": "C4H6N2S",
  "method": "ωB97M-V/def2-TZVPD",
  "smiles": "S=CN1CCC=N1",
  "homo_lumo_gap_ev": 8.559,
  "e_homo_ev": -8.33,
  "symbols": ["S", "N", "N", "C", "C", "C", "C", "H", "H", "H", "H", "H", "H"],
  "positions_angstrom": [[1.6397, -1.8886, 1.7892], [0.8046, -0.3091, -0.0002], [0.7944, 0.3603, -1.2072], [-0.2723, 1.0772, -1.3342], [-1.3439, 0.6236, -0.1850], [1.8796, -0.9291, 0.4667], [-0.6190, -0.3673, 0.6123], [-0.5725, 0.0623, 1.5658], [-2.1725, 0.2805, -0.7700], [-0.5689, 1.6357, -2.2092], [-1.7811, 1.3512, 0.3235], [-0.8343, -1.4586, 0.6692], [3.0462, -0.4382, 0.2791]],
  "mulliken_charge": [-0.360, 0.478, -0.733, -0.122, -0.712, -0.027, -0.520, 0.266, 0.288, 0.397, 0.394, 0.396, 0.256]
}


(16)
{
  "formula": "C4H6N2S",
  "method": "ωB97M-V/def2-TZVPD",
  "smiles": "[H]/N=C(\\N)C(=S)C=C",
  "homo_lumo_gap_ev": 7.858,
  "e_homo_ev": -9.14,
  "symbols": ["S", "N", "N", "C", "C", "C", "C", "H", "H", "H", "H", "H", "H"],
  "positions_angstrom": [[-0.7965, -1.8040, -0.7439], [0.3033, 1.1737, 1.5052], [-0.2743, -1.0900, 2.0345], [0.3026, 0.6696, -1.2220], [-0.0241, -0.0419, 1.1635], [-0.1841, -0.3495, -0.2943], [0.4163, 0.4699, -2.5253], [0.1649, -0.4901, -2.9887], [0.4629, 1.6609, -0.7528], [-0.6830, -0.8378, 2.8996], [-0.6853, -1.8466, 1.5377], [0.7144, 1.2155, -3.1607], [0.2829, 1.2703, 2.5472]],
  "mulliken_charge": [-0.346, -0.601, -0.431, -0.041, 0.333, 0.384, -0.778, 0.220, 0.322, 0.240, 0.167, 0.312, 0.217]
}


(17)
{
  "formula": "C4H6N2S",
  "method": "ωB97M-V/def2-TZVPD",
  "multiplicity": 3,
  "s2": 2.03,
  "homo_lumo_gap_ev": [6.361, 6.294],
  "e_homo_ev": [-5.63, -8.92],
  "symbols": ["S", "N", "N", "C", "C", "C", "C", "H", "H", "H", "H", "H", "H"],
  "positions_angstrom": [[0.4498, -0.2373, -1.1536], [-1.6106, 0.0857, 1.1769], [0.7678, 1.2647, -0.3397], [-2.1657, 0.4995, 0.0205], [0.4187, -1.2533, 0.3675], [-2.8741, 1.1835, -0.6665], [-0.5296, -0.6080, 1.3353], [-0.1400, -0.5903, 2.3466], [-3.2407, 1.6424, -1.6138], [1.3628, -1.3722, 0.7970], [0.0902, -2.3075, 0.1902], [1.6550, 1.6534, -0.6695], [0.0352, 1.7646, -0.7612]],
  "mulliken_charge": [-0.050, -0.285, -0.549, 0.085, -0.484, -0.421, -0.147, 0.372, 0.362, 0.316, 0.291, 0.282, 0.228]
}


(18)
{
  "formula": "C4H6N2S2",
  "method": "ωB97M-V/def2-TZVPD",
  "smiles": "C=N/N=C(\\C=S)CS",
  "homo_lumo_gap_ev": 7.566,
  "e_homo_ev": -8.89,
  "symbols": ["S", "S", "N", "N", "C", "C", "C", "C", "H", "H", "H", "H", "H", "H"],
  "positions_angstrom": [[2.7129, -1.3030, -0.4110], [1.4833, 2.7872, -0.2584], [-0.6181, -0.4664, 0.5936], [-1.7902, 0.1340, 0.1774], [1.6419, -0.2895, 0.7467], [0.2356, 1.7555, -0.0555], [-2.4730, -0.4899, -0.6551], [0.3379, 0.3033, 0.3856], [1.4349, -1.1374, 1.5414], [-0.9217, 1.9152, -0.1595], [2.2551, 0.3845, 1.3538], [-2.3169, -1.5750, -1.1457], [1.4275, -1.8361, -1.3111], [-3.4092, -0.1824, -0.8022]],
  "mulliken_charge": [-0.218, -0.199, -0.292, -0.388, -0.690, -0.235, -0.242, 0.504, 0.319, 0.341, 0.407, 0.222, 0.149, 0.323]
}


Taking the records one at a time from the top gives energy values of -415.69552 -415.71384 -415.78933 -415.79615 -415.92154 -1212.23816 -1306.14651 -867.16282 -738.74218 -738.74358 -738.85798 -738.87238 -1933.43644 -663.67990 -663.61043 -663.67348 -663.46373 -1061.73377 Eh.
Taking the records one at a time from the top gives F_max values of 0.1069 0.1455 0.1857 0.0797 0.0597 0.0794 0.0828 0.0680 0.0618 0.0773 0.1794 0.0339 0.1001 0.0147 0.1112 0.0471 0.1718 0.0949 Eh/bohr.
Taking the records one at a time from the top gives relative energy (zero: lowest compared OMol25 entry of this formula, charge and spin) values of 906.1 858.0 659.8 641.9 312.7 386.7 92.1 153.6 689.2 685.5 385.2 347.3 63.2 127.7 310.1 144.5 233.6 478.9 kJ/mol.